{"formula": "C35H93N7O9", "method": "ωB97M-V with the def2-TZVPD basis set", "e_above_lowest_kcal_mol": 163.4, "homo_energy_ev": -8.05, "molar_mass_g_mol": 756.17, "total_energy_ev": -66649.39062, "gap_ev": 8.39, "smiles": "CC1(C)CCCC(C)(C)N1O.COC[C@H](C)N.COC[C@H](C)N.COC[C@H](C)N.COC[C@H](C)N.COC[C@H](C)N.COC[C@H](C)N.CO.CO", "elements": ["C", "C", "C", "C", "C", "C", "C", "C", "C", "N", "O", "H", "H", "H", "H", "H", "H", "H", "H", "H", "H", "H", "H", "H", "H", "H", "H", "H", "H", "H", "C", "O", "C", "C", "C", "N", "H", "H", "H", "H", "H", "H", "H", "H", "H", "H", "H", "C", "O", "C", "C", "C", "N", "H", "H", "H", "H", "H", "H", "H", "H", "H", "H", "H", "C", "O", "C", "C", "C", "N", "H", "H", "H", "H", "H", "H", "H", "H", "H", "H", "H", "C", "O", "C", "C", "C", "N", "H", "H", "H", "H", "H", "H", "H", "H", "H", "H", "H", "C", "O", "C", "C", "C", "N", "H", "H", "H", "H", "H", "H", "H", "H", "H", "H", "H", "C", "O", "C", "C", "C", "N", "H", "H", "H", "H", "H", "H", "H", "H", "H", "H", "H", "C", "O", "H", "H", "H", "H", "C", "O", "H", "H", "H", "H"], "xyz": [[-13.96982, 4.92818, 15.91146], [-13.68949, 4.37209, 14.50995], [-14.18361, 2.85551, 14.27568], [-14.38657, 5.24947, 13.41807], [-13.76577, 6.62369, 13.01164], [-12.27679, 6.31312, 12.60459], [-11.42938, 5.51723, 13.67019], [-10.19931, 5.02883, 12.80861], [-11.11509, 6.44756, 14.86284], [-12.22236, 4.32548, 14.12425], [-11.47369, 3.49691, 14.87407], [-13.64783, 5.89634, 16.29497], [-13.38101, 4.32833, 16.60542], [-14.99661, 4.79176, 16.25085], [-13.88938, 2.17302, 15.07301], [-13.99657, 2.44763, 13.28233], [-15.26144, 2.85793, 14.43810], [-14.57202, 4.59329, 12.56770], [-15.35988, 5.45259, 13.86473], [-13.66240, 7.29753, 13.86214], [-14.25906, 7.04396, 12.13520], [-11.87807, 7.30928, 12.41282], [-12.12786, 6.04083, 11.55972], [-10.50839, 4.63705, 11.83956], [-9.35889, 5.70469, 12.65049], [-9.69347, 4.22966, 13.35042], [-11.97724, 7.02791, 15.19145], [-10.74396, 5.99132, 15.78055], [-10.27728, 7.03381, 14.48537], [-11.54263, 3.91872, 15.73368], [-26.72251, -9.76534, 19.12901], [-25.59643, -10.20941, 18.43046], [-25.37221, -9.41441, 17.15550], [-24.39131, -8.27071, 17.39569], [-23.43889, -8.56705, 18.59965], [-25.01644, -7.00399, 17.66415], [-27.00295, -10.60268, 19.76799], [-27.55402, -9.63731, 18.43597], [-26.43915, -8.80005, 19.54857], [-24.86439, -10.08783, 16.46503], [-26.28737, -9.12950, 16.63645], [-23.82160, -8.16754, 16.47218], [-22.76414, -7.71852, 18.71287], [-22.83481, -9.47008, 18.51186], [-24.16362, -8.68707, 19.40492], [-25.77070, -6.94132, 16.99536], [-25.45511, -7.23717, 18.54352], [-10.40040, -6.28151, 9.26118], [-11.60439, -6.68082, 9.89898], [-12.08378, -5.81973, 11.03172], [-13.46639, -6.20772, 11.60815], [-13.89861, -5.69175, 12.92670], [-13.57238, -7.62533, 11.69646], [-9.61439, -6.50411, 9.98280], [-10.36406, -5.19510, 9.18052], [-10.22465, -6.73154, 8.28410], [-11.33045, -5.95737, 11.80737], [-12.08387, -4.75781, 10.78588], [-14.02878, -5.84175, 10.74915], [-13.57417, -4.68229, 13.17931], [-13.48968, -6.39037, 13.65665], [-14.95212, -5.84602, 13.16000], [-12.76186, -7.98358, 12.18103], [-13.43412, -8.09323, 10.81213], [-23.01821, 4.98563, 18.27459], [-22.36126, 3.89306, 17.71549], [-23.31065, 2.94703, 17.14135], [-22.59005, 2.07249, 16.11250], [-21.73880, 1.07385, 16.84871], [-21.75149, 2.89910, 15.22512], [-23.91060, 4.71811, 18.84044], [-23.22917, 5.58483, 17.38885], [-22.29797, 5.40495, 18.97711], [-23.70396, 2.36783, 17.97677], [-24.15524, 3.46424, 16.68608], [-23.25444, 1.51837, 15.44945], [-21.12648, 1.65953, 17.53438], [-21.23417, 0.45317, 16.10830], [-22.50573, 0.44304, 17.29814], [-21.46213, 3.78410, 15.61646], [-20.97962, 2.27551, 15.03680], [-16.08369, 4.20273, 28.57302], [-16.37055, 3.34786, 27.50319], [-17.60876, 3.45718, 26.76176], [-17.49073, 2.68824, 25.38855], [-18.76339, 2.93611, 24.51915], [-17.42626, 1.24806, 25.55968], [-15.02272, 4.11873, 28.80836], [-16.57602, 4.07784, 29.53744], [-16.26161, 5.23687, 28.27806], [-18.35002, 3.05913, 27.45471], [-17.99923, 4.47170, 26.68187], [-16.66320, 3.04318, 24.77429], [-18.86101, 3.91292, 24.04542], [-19.66310, 2.76386, 25.10987], [-18.68405, 2.20064, 23.71860], [-18.28532, 0.81065, 25.86101], [-16.80984, 1.15562, 26.35441], [-7.59433, -1.07348, 27.32682], [-9.05761, -1.17978, 27.15377], [-9.50865, -2.15521, 26.28088], [-11.02247, -1.93341, 26.17884], [-11.78158, -2.28257, 27.49399], [-11.39740, -2.80774, 25.06372], [-6.99632, -0.86327, 26.44008], [-7.22389, -1.89533, 27.93955], [-7.36491, -0.17013, 27.89199], [-8.95758, -2.04707, 25.34669], [-9.20064, -3.18357, 26.46984], [-11.42018, -0.93914, 25.97550], [-12.83906, -2.02357, 27.54654], [-11.41022, -1.68190, 28.32428], [-11.59773, -3.33629, 27.70370], [-11.35845, -3.80687, 25.20627], [-12.36149, -2.69040, 24.78651], [-23.79439, -3.67065, 23.75362], [-25.15611, -4.09798, 24.03701], [-25.16273, -5.30976, 24.69765], [-26.55447, -5.74669, 25.10374], [-27.18401, -4.96068, 26.20316], [-26.41008, -7.04155, 25.69349], [-23.36610, -3.25593, 24.66613], [-23.68094, -2.97494, 22.92223], [-23.12765, -4.47166, 23.43436], [-24.95945, -5.99976, 23.87871], [-24.45889, -5.32486, 25.52981], [-27.10783, -5.59518, 24.17696], [-28.27160, -5.01187, 26.25441], [-26.92428, -3.90212, 26.19382], [-26.74058, -5.22315, 27.16367], [-26.07347, -7.69951, 25.00510], [-25.63251, -6.86142, 26.31239], [-10.51571, -3.01880, 18.45513], [-10.07566, -2.59183, 17.29945], [-10.73096, -4.08246, 18.55711], [-9.72825, -2.81687, 19.18125], [-11.44060, -2.50525, 18.71768], [-9.96121, -1.63980, 17.34569], [-17.37669, -3.10326, 19.98787], [-16.80999, -3.32244, 21.26246], [-17.58023, -4.01652, 19.42875], [-18.38039, -2.68163, 20.04184], [-16.72184, -2.41859, 19.44890], [-16.98591, -2.48033, 21.68848]], "forces_ev_per_angstrom": [[0.5, -1.2, 1.3], [1.5, 0.1, -2.3], [-0.9, 1.5, 1.5], [-0.7, 0.3, 0.7], [2.1, -2.7, 0.0], [-0.6, 1.5, 0.4], [-1.2, 0.1, -1.2], [0.2, -0.8, 1.5], [0.9, -0.2, -0.6], [-1.6, 1.5, -3.1], [0.6, -0.8, 1.5], [-0.1, 0.6, -1.2], [-0.1, -0.6, 0.3], [-0.1, -0.1, -0.3], [0.7, 0.1, -0.2], [0.4, 0.4, 0.2], [-0.4, 0.2, -0.3], [0.2, 0.3, -0.3], [-0.4, -0.1, -0.2], [-0.7, 0.2, -0.1], [-0.3, 0.2, 0.4], [0.7, 0.4, 0.9], [-0.6, -1.5, 0.2], [-0.2, 0.0, 0.2], [-0.5, 0.8, 0.0], [-0.2, -0.3, 0.0], [0.1, 0.3, -0.4], [0.1, -0.6, -0.2], [-0.2, 0.7, 0.4], [0.7, -0.4, 1.0], [0.1, -0.3, -0.8], [0.3, 0.6, -3.0], [1.2, -1.7, 1.6], [1.4, -0.7, -0.2], [-0.8, 0.2, -1.1], [-0.3, 0.0, 0.4], [0.1, 0.6, 0.7], [-0.3, 0.3, 0.0], [-0.7, -0.1, 0.9], [-0.1, -0.5, 0.2], [-0.4, 0.2, 0.5], [0.2, 0.0, -0.1], [-0.2, 0.0, 0.2], [-0.3, -0.1, -0.1], [0.7, 0.1, 0.6], [-0.3, 0.5, -0.1], [-0.6, 0.9, 0.5], [-0.1, 1.0, 1.8], [-2.2, 0.6, 0.5], [2.0, -0.4, 0.4], [0.8, -0.2, -3.1], [0.4, 0.3, 1.4], [-0.2, -1.9, -0.3], [0.6, -0.3, -0.3], [-0.1, 0.2, -0.4], [-0.4, -0.3, 0.3], [0.3, 0.1, 0.3], [0.1, 0.1, -0.5], [-1.2, -0.2, 0.3], [-0.1, 0.1, -0.1], [0.6, 0.3, 0.3], [-0.2, 0.4, -0.7], [0.1, 0.0, 0.7], [-0.3, 0.3, -0.5], [0.5, 0.1, -0.2], [-0.4, -2.2, -0.6], [0.5, 0.5, 0.0], [0.6, 1.2, -0.1], [-1.1, -0.1, -0.3], [-0.6, -0.6, -0.4], [-0.2, 0.0, -0.1], [-0.5, 1.0, 0.6], [-0.2, 0.6, -0.2], [-0.1, -0.3, -0.1], [0.0, 0.4, -0.1], [-0.6, 0.2, 0.3], [0.3, -0.7, 0.1], [0.6, 0.1, 0.3], [0.6, -0.4, 0.8], [0.2, -0.3, 0.3], [0.5, 0.8, -0.4], [0.3, 1.0, -0.2], [0.0, -0.5, -0.9], [0.5, -0.2, 0.7], [-2.5, 1.0, 0.3], [0.6, -0.1, 0.3], [1.3, 0.0, 0.5], [0.1, -0.2, -0.3], [-0.7, -0.6, -0.1], [0.0, 0.3, 0.0], [-0.5, -0.9, -0.4], [0.8, 0.6, -0.5], [0.4, -0.1, 0.5], [0.3, 0.1, 0.2], [-0.1, -0.2, 0.0], [-0.3, 0.0, 0.0], [-0.5, 0.4, -0.1], [0.4, -0.7, 0.1], [-1.3, 0.5, 0.6], [2.7, 0.9, 1.4], [0.2, 1.2, -0.8], [-1.1, -2.0, 0.3], [1.0, 0.2, 0.3], [-0.9, 0.2, -0.9], [-0.4, -0.8, -0.7], [0.1, -0.3, -0.4], [-0.7, 0.1, 0.4], [-0.6, 0.6, -0.8], [-0.5, -0.5, 1.2], [1.1, 0.3, -0.6], [-0.2, -0.4, -0.8], [0.6, -0.1, 0.1], [-0.3, -0.1, 0.3], [0.6, -0.1, 0.7], [-0.1, 0.4, -0.1], [-0.3, -0.4, 0.3], [1.3, 2.3, -0.8], [-0.5, -0.3, -1.0], [0.2, 1.6, 0.2], [0.1, 2.0, 0.9], [-0.3, -1.4, -0.6], [0.1, 0.2, 0.0], [-0.9, 0.3, 0.2], [-0.3, -0.7, 0.2], [1.0, -0.9, 0.5], [0.2, -0.2, 0.1], [-0.6, -0.9, 0.1], [0.1, -0.4, 0.0], [-0.2, 0.3, -0.6], [-0.3, -0.6, 0.1], [0.1, -0.4, -0.1], [0.1, -0.7, 0.5], [-1.1, -0.7, 4.4], [1.4, 0.9, -4.9], [0.1, -0.1, -0.8], [-0.3, -0.1, 1.0], [-0.2, 0.0, 0.6], [0.1, -0.1, -0.2], [-0.4, 0.1, -0.6], [-0.4, -0.1, 0.1], [0.8, -0.3, 0.2], [-0.1, 0.4, 0.3], [-0.2, -0.1, -0.5], [0.3, -0.1, 0.6]]}